Entry A
The following is a DFT calculation (wB97M-V/def2-TZVPD) of a 2-piece molecular cluster, C5H17N2 overall.

Geometry (Å):
N 1.4146 2.7793 -0.5330
N -2.2932 -1.1517 0.1870
C -0.2776 1.2041 -1.2043
C -0.1987 -1.8139 1.4651
C -0.9330 -1.9106 0.1330
C 0.0156 2.6955 -1.1558
C 1.1703 -2.4705 1.3693
H -0.2701 -1.4660 -0.6336
H 0.4145 0.6980 -1.9026
H -0.8014 -2.2995 2.2490
H -0.1385 0.7754 -0.2047
H 1.6826 -2.3225 2.3472
H 1.8497 3.7090 -0.5365
H -0.0921 -0.7601 1.7746
H 1.7523 -1.9452 0.6059
H 2.0199 2.1171 -1.0471
H -2.0815 -0.1909 0.5516
H 0.0702 3.2389 -2.1151
H 1.3951 2.4242 0.3803
H -0.6517 3.2152 -0.4527
H -1.1428 -2.9529 -0.1577
H -1.3174 1.0084 -1.5390
H -2.7472 -1.0374 -0.7113
H 1.1602 -3.5440 1.1302

Its gap between HOMO and LUMO is 8.207 eV. The LUMO energy comes out at -3.900 eV. Its HOMO energy is -12.11 eV. Its net charge is +1.

In elementary charge units, the Löwdin charges are: N 0.184; N -0.016; C -0.090; C -0.294; C -0.271; C -0.158; C -0.121; H 0.075; H 0.101; H 0.117; H 0.062; H 0.084; H 0.182; H 0.094; H 0.061; H 0.176; H 0.050; H 0.140; H 0.135; H 0.137; H 0.119; H 0.104; H 0.046; H 0.084

***

Entry B
The following is a DFT calculation (wB97M-V/def2-TZVPD) of a 2-piece molecular cluster, C5H17N2 overall.

Geometry (Å):
N 0.2022 -0.6599 0.8507
N -0.7559 0.9523 -0.9815
C 0.0834 2.1535 -0.7647
C -0.0948 -1.9369 0.1985
C 1.6382 -0.4836 1.1377
C -0.5589 0.2916 -2.2984
C -0.6336 -0.4111 2.0516
H 2.0137 -1.2577 1.8176
H -0.3147 -1.0569 2.8705
H 2.1659 -0.5598 0.1516
H -1.2441 -0.5586 -2.4056
H -1.1697 -2.0644 -0.0093
H -1.7099 -0.4960 1.8253
H 0.4820 -1.9875 -0.7266
H 0.5008 -0.0214 -2.3588
H -0.3863 0.6213 2.3702
H -0.2552 2.6274 0.1688
H -1.7364 1.2157 -0.9070
H -0.0230 2.9026 -1.5584
H 1.1101 1.8071 -0.6222
H 1.7841 0.5198 1.5639
H 0.1625 -2.7773 0.8650
H -0.4746 0.1958 -0.1146
H -0.7857 0.9839 -3.1245

Its gap between HOMO and LUMO is 10.865 eV. The LUMO energy comes out at -2.754 eV. Its HOMO energy is -13.62 eV. Its net charge is +1.

In elementary charge units, the Löwdin charges are: N -0.384; N -0.116; C -0.030; C -0.079; C -0.057; C -0.039; C -0.054; H 0.101; H 0.097; H 0.106; H 0.100; H 0.102; H 0.102; H 0.088; H 0.105; H 0.097; H 0.105; H 0.159; H 0.106; H 0.092; H 0.095; H 0.106; H 0.096; H 0.103

***

Entry C
The following is a DFT calculation (wB97M-V/def2-TZVPD) of a 2-piece molecular cluster, C5H17N2 overall.

Geometry (Å):
N 0.6572 0.9126 2.4915
N -1.0244 0.5714 -3.2765
C 0.2869 -0.0776 -1.3248
C 0.1514 -0.1909 -2.8384
C -0.7370 0.6262 1.9387
C -1.1666 -0.7581 2.3616
C 1.2522 -1.0143 -0.6135
H -2.2300 -0.9276 2.1921
H 0.6870 0.8095 3.5057
H 1.0930 -2.0480 -0.9082
H 1.0881 0.1034 -3.3180
H -0.7370 -0.1148 -0.9456
H -0.5867 -1.4952 1.8094
H 2.2881 -0.7550 -0.8686
H -1.3435 1.4441 2.3224
H -1.1901 0.3712 -4.2529
H -0.0533 -1.2349 -3.0723
H -0.6844 0.8212 0.8709
H 0.5784 0.9656 -1.0905
H -1.0538 -0.8671 3.4420
H 1.3293 0.2699 2.0702
H 1.2797 -0.8403 0.4618
H -0.8315 1.5669 -3.2181
H 0.9469 1.8619 2.2611

Its gap between HOMO and LUMO is 8.524 eV. The LUMO energy comes out at -3.636 eV. Its HOMO energy is -12.16 eV. Its net charge is +1.

In elementary charge units, the Löwdin charges are: N 0.193; N -0.008; C -0.296; C -0.297; C -0.186; C -0.052; C -0.093; H 0.101; H 0.170; H 0.088; H 0.114; H 0.089; H 0.081; H 0.086; H 0.132; H 0.069; H 0.117; H 0.091; H 0.106; H 0.090; H 0.142; H 0.022; H 0.069; H 0.173

***

Relative energy table, unit kcal/mol: entry A 11.2; entry B 0.0; entry C 3.1

***

Entry A
The following is a DFT calculation (wB97M-V/def2-TZVPD) of a 2-piece molecular cluster, ClH4N2P overall.

Geometry (Å):
Cl -2.2751 1.3732 -1.2432
P -2.2460 -0.3532 -0.2601
N 1.4212 0.6989 0.8546
N -1.1018 -1.1759 -0.8314
H 2.1945 0.1995 1.3965
H 0.8547 0.0005 0.3670
H -0.7355 -2.0269 -0.4517
H 1.8881 1.2839 0.1684

Its SMILES is [H]/N=P/Cl.N. Its gap between HOMO and LUMO is 9.548 eV. The LUMO energy comes out at -0.307 eV. Its HOMO energy is -9.86 eV. Its net charge is 0.

In elementary charge units, the Löwdin charges are: Cl 0.128; P 0.319; N -0.016; N -0.383; H 0.036; H -0.049; H -0.033; H -0.003

***

Entry B
The following is a DFT calculation (wB97M-V/def2-TZVPD) of one molecule with the formula ClH4N2P.

Geometry (Å):
Cl 1.9060 -0.7797 0.7902
P -0.1283 -0.3737 0.7686
N -0.1615 1.2918 0.5833
N -0.0750 -0.6858 -0.9373
H 0.6522 -1.3994 -0.9686
H -0.4329 1.5601 -0.3182
H -0.9559 -1.1607 -1.1788
H -0.8046 1.5474 1.2609

Its SMILES is NP(N)Cl. Its gap between HOMO and LUMO is 10.319 eV. The LUMO energy comes out at 0.992 eV. Its HOMO energy is -9.33 eV. Its net charge is 0.

In elementary charge units, the Löwdin charges are: Cl 0.159; P 0.408; N -0.225; N -0.296; H -0.049; H 0.010; H 0.022; H -0.029

***

Entry C
The following is a DFT calculation (wB97M-V/def2-TZVPD) of one molecule with the formula ClH4N2P.

Geometry (Å):
Cl 2.7591 -0.2375 -0.2090
P 1.0593 0.2240 0.8303
N 0.4968 1.4418 -0.2360
N 0.1354 -1.1743 0.0012
H -0.3401 1.1765 -0.7053
H 0.4987 2.3778 0.1278
H 1.0062 -1.7754 0.0283
H -0.5136 -1.6022 0.7287

Its SMILES is NP(N)Cl. Its gap between HOMO and LUMO is 10.274 eV. The LUMO energy comes out at 1.071 eV. Its HOMO energy is -9.20 eV. Its net charge is 0.

In elementary charge units, the Löwdin charges are: Cl 0.156; P 0.402; N -0.277; N -0.274; H 0.007; H 0.012; H -0.049; H 0.023

***

Relative energy table, unit kcal/mol: entry A 21.4; entry B 0.0; entry C 1.6

***

Entry A
The following is a DFT calculation (wB97M-V/def2-TZVPD) of a 2-piece molecular cluster, CH3NOS2 overall.

Geometry (Å):
S -0.6561 0.3859 -1.4233
S 2.7040 -0.8366 0.1381
O -1.2166 -0.6349 0.8768
N 1.3719 0.1876 0.1279
C -1.7316 -0.2488 -0.1991
H -2.8056 -0.0798 -0.2793
H 1.5204 1.2033 -0.2665
H 0.8136 0.0232 1.0255

Its gap between HOMO and LUMO (spin up / spin down) is 5.839 / 5.838 eV. The LUMO energy (spin up / spin down) comes out at -2.808 / -2.809 eV. Its HOMO energy (spin up / spin down) is -8.65 / -8.65 eV. Its net charge is 0.

In elementary charge units, the Löwdin charges are: S 0.668; S 0.566; O -0.161; N -0.565; C -0.706; H 0.063; H 0.083; H 0.052

***

Entry B
The following is a DFT calculation (wB97M-V/def2-TZVPD) of one molecule with the formula CH3NOS2.

Geometry (Å):
S 2.6392 -0.9234 0.1881
S 1.1058 0.2318 -0.2583
O 0.5471 2.0135 0.2718
N -0.2938 -0.7456 -0.2345
C -1.3106 -0.4105 0.4508
H 0.9955 0.3429 -1.5796
H -2.1603 -1.0624 0.1213
H -1.5230 0.5536 1.0403

Its SMILES is C=N[S@@H](=O)=S. Its gap between HOMO and LUMO is 8.790 eV. The LUMO energy comes out at -1.071 eV. Its HOMO energy is -9.86 eV. Its net charge is 0.

In elementary charge units, the Löwdin charges are: S 0.198; S 0.477; O -0.535; N -0.287; C -0.070; H 0.010; H 0.095; H 0.113

***

Relative energy table, unit kcal/mol: entry A 0.0; entry B 49.6

***

Entry A
The following is a DFT calculation (wB97M-V/def2-TZVPD) of one molecule with the formula C6H10S2.

Geometry (Å):
S -0.0563 0.1771 2.3041
S -0.5164 -0.8632 -2.0051
C -0.8729 1.3895 -0.0818
C 0.0157 -0.8185 -0.2993
C 0.7667 0.0634 -1.1315
C 0.5942 -2.1079 0.2269
C 0.4547 1.5053 -0.8210
C -0.8271 -0.0460 0.6315
H -1.0472 2.2460 0.5978
H 1.2433 1.8705 -0.1800
H -1.8035 -0.5070 0.7180
H 0.5295 2.0604 -1.7782
H -0.9928 1.0097 2.8185
H 1.7320 -0.2204 -1.4137
H 0.0185 -2.8521 0.6816
H 1.2412 -2.5414 -0.5250
H 1.2647 -1.7316 1.0241
H -1.7443 1.3665 -0.7670

Its SMILES is C[C@]12S[C@H]1CC[C@@H]2S. Its gap between HOMO and LUMO is 9.481 eV. The LUMO energy comes out at 0.746 eV. Its HOMO energy is -8.73 eV. Its net charge is 0.

In elementary charge units, the Löwdin charges are: S 0.750; S 0.933; C -0.219; C -0.839; C -0.504; C -0.077; C -0.190; C -0.580; H 0.102; H 0.107; H 0.106; H 0.125; H -0.129; H 0.102; H 0.067; H 0.080; H 0.067; H 0.101

***

Entry B
The following is a DFT calculation (wB97M-V/def2-TZVPD) of a 2-piece molecular cluster, C6H10S2 overall.

Geometry (Å):
S -0.8240 -1.7330 0.2975
S 1.1154 -0.0110 1.7214
C 1.9500 -0.7670 -0.7730
C 0.3616 -1.0307 -0.6903
C 0.1484 1.3428 -0.2832
C -1.3635 0.8116 0.0339
C 0.9730 0.0544 0.0440
C -1.6894 -0.3260 0.9328
H 2.1017 -2.0708 1.8267
H 0.0270 -0.4713 -1.6930
H -1.8034 0.5589 -0.9887
H 2.1222 -0.3413 -1.8306
H -2.9065 -0.1000 0.7826
H 2.5854 -1.4576 -0.3632
H 0.3762 2.4126 0.1113
H -1.2407 -0.1298 1.9213
H -2.0008 1.6460 0.2207
H 0.0675 1.6123 -1.2703

Its gap between HOMO and LUMO is 6.436 eV. The LUMO energy comes out at -1.762 eV. Its HOMO energy is -8.20 eV. Its net charge is 0.

In elementary charge units, the Löwdin charges are: S 0.841; S 0.794; C -0.043; C -0.631; C -0.157; C -0.315; C -1.002; C -0.552; H 0.179; H 0.139; H 0.121; H 0.134; H 0.169; H 0.025; H 0.134; H 0.012; H 0.087; H 0.063

***

Relative energy table, unit kcal/mol: entry A 0.0; entry B 172.7